(1)
Molecular formula: C5H11N3
Method: DFT, ωB97M-V/def2-TZVPD

```
19
Properties=species:S:1:pos:R:3:nbo_charge:R:1
C -1.828 0.204 0.569 -0.066
C -0.422 0.724 0.026 -0.075
C 1.707 0.698 -0.220 -0.235
C 1.484 -0.840 -0.038 -0.158
C -0.430 -0.407 0.849 -0.129
H -3.576 -0.340 -0.225 0.362
H -1.743 -0.846 -1.234 0.360
H -2.298 0.727 1.438 0.218
H -0.447 0.451 -1.017 0.151
H 0.497 2.482 -0.312 0.361
H 1.710 0.857 -1.263 0.170
H 2.613 1.061 0.073 0.210
H 2.373 -1.467 0.844 0.097
H 2.188 -1.201 -0.947 0.194
H 0.138 -2.332 0.083 0.389
H -0.209 -0.071 1.839 0.222
N -2.628 0.051 -0.666 -0.816
N 0.595 1.566 0.235 -0.609
N 0.278 -1.317 -0.036 -0.645
```

Its net charge is 0. For the max |F|, the calculation gives 0.2289 Eh/bohr. The frontier orbital gap comes out at 0.3297 hartree. As for the multiplicity: 1. The highest occupied orbital energy comes out at -7.99 eV. For the energy relative to the best compared isomer or geometry (same formula, charge and spin), the calculation gives 8.3110 eV.

---

(2)
Molecular formula: C5H11N3
Method: DFT, ωB97M-V/def2-TZVPD

```
19
Properties=species:S:1:pos:R:3:nbo_charge:R:1
C -0.429 0.651 -0.818 -0.168
C 1.293 0.300 0.843 -0.436
C 0.500 -2.176 -0.496 -0.696
N -0.121 0.189 0.488 -0.442
C -0.597 -1.160 -0.260 0.443
C -0.794 2.764 0.581 -0.154
N -0.616 2.598 -0.627 -0.401
N -1.837 -1.439 -0.145 -0.639
H -2.030 -2.423 -0.314 0.350
H -1.462 0.692 -1.138 0.270
H 0.381 0.746 -1.544 0.205
H 1.973 -0.147 0.112 0.185
H 1.456 -0.191 1.801 0.212
H 1.557 1.359 0.882 0.227
H 0.065 -3.071 -0.941 0.230
H 0.968 -2.480 0.442 0.238
H 1.270 -1.791 -1.162 0.226
H -0.896 3.744 1.052 0.179
H -0.681 1.834 1.245 0.172
```

Its net charge is 0. For the max |F|, the calculation gives 0.1165 Eh/bohr. The frontier orbital gap comes out at 0.3102 hartree. As for the multiplicity: 1. The highest occupied orbital energy comes out at -8.07 eV. For the energy relative to the best compared isomer or geometry (same formula, charge and spin), the calculation gives 5.0690 eV.

---

(3)
Molecular formula: C5H11N3
Method: DFT, ωB97M-V/def2-TZVPD

```
19
Properties=species:S:1:pos:R:3:nbo_charge:R:1
C -2.486 -0.734 0.251 0.256
C 1.805 0.270 1.079 -0.594
C 0.969 -0.183 -1.245 -0.605
C -0.597 0.435 0.609 -0.083
C 0.654 -0.306 0.242 -0.272
N -2.370 -1.934 0.172 -0.638
N -2.016 2.128 0.132 -0.440
N -0.925 1.516 -0.106 -0.203
H -3.156 0.102 0.133 0.200
H 1.970 1.311 0.810 0.206
H 2.722 -0.286 0.900 0.207
H 1.574 0.222 2.141 0.205
H 0.208 -0.684 -1.840 0.209
H 0.993 0.868 -1.530 0.221
H 1.939 -0.629 -1.465 0.204
H -0.874 0.406 1.666 0.207
H 0.521 -1.362 0.504 0.214
H -3.087 -2.613 -0.067 0.389
H -2.064 2.952 -0.482 0.316
```

Its net charge is 0. For the max |F|, the calculation gives 0.0741 Eh/bohr. The frontier orbital gap (alpha / beta) comes out at 0.2912 / 0.2915 hartree. As for the multiplicity: 1. The highest occupied orbital energy (alpha / beta) comes out at -7.78 / -7.79 eV. For the energy relative to the best compared isomer or geometry (same formula, charge and spin), the calculation gives 4.4516 eV.

---

(4)
Molecular formula: C5H11N3
Method: DFT, ωB97M-V/def2-TZVPD

```
19
Properties=species:S:1:pos:R:3:nbo_charge:R:1
C -0.793 -0.452 0.543 -0.079
C 0.546 0.196 0.997 -0.060
C 0.940 1.355 -0.005 -0.255
C 0.124 -0.158 -1.723 -0.259
C 0.035 -1.137 -0.502 -0.077
H -2.445 -1.335 1.530 0.357
H -1.365 -0.555 2.517 0.360
H -1.415 0.373 0.030 0.153
H 0.508 0.660 2.044 0.185
H 1.959 1.650 -0.181 0.199
H 0.514 2.228 0.276 0.192
H -0.823 1.578 -0.934 0.359
H -0.728 -0.234 -2.393 0.206
H 0.959 -0.225 -2.553 0.215
H -0.255 -2.243 -0.740 0.212
H 2.273 -0.728 0.108 0.350
N -1.353 -1.179 1.647 -0.817
N 0.071 1.221 -1.116 -0.621
N 1.246 -1.015 0.455 -0.620
```

Its net charge is 0. For the max |F|, the calculation gives 0.1088 Eh/bohr. Its SMILES is N[C@H]1[C@@H]2CNC[C@H]1N2. The frontier orbital gap comes out at 0.3234 hartree. As for the multiplicity: 1. The highest occupied orbital energy comes out at -7.94 eV. For the energy relative to the best compared isomer or geometry (same formula, charge and spin), the calculation gives 4.1178 eV.

---

(5)
Molecular formula: C5H11N3
Method: DFT, ωB97M-V/def2-TZVPD

```
19
Properties=species:S:1:pos:R:3:nbo_charge:R:1
C -1.272 -1.070 1.122 -0.412
C 1.065 -0.313 0.776 -0.244
C 1.322 -0.860 -0.643 -0.439
C 0.119 -0.237 -1.480 -0.232
C -0.677 1.934 -0.482 0.260
H -1.210 -1.392 2.174 0.205
H -2.280 -0.705 0.854 0.222
H -1.051 -1.896 0.479 0.168
H 1.462 -0.911 1.606 0.220
H 1.623 0.623 0.817 0.200
H 1.266 -1.940 -0.772 0.206
H 2.254 -0.539 -1.030 0.215
H 0.539 0.404 -2.238 0.209
H -0.523 -0.972 -1.913 0.199
H -0.934 2.405 -1.435 0.169
H -0.212 2.142 1.266 0.338
N -0.328 0.035 0.854 -0.290
N -0.646 0.549 -0.443 -0.321
N -0.518 2.743 0.487 -0.671
```

Its net charge is 0. For the max |F|, the calculation gives 0.0431 Eh/bohr. Its SMILES is [H]/N=C\N1CCCN1C. The frontier orbital gap comes out at 0.3593 hartree. As for the multiplicity: 1. The highest occupied orbital energy comes out at -8.87 eV. For the energy relative to the best compared isomer or geometry (same formula, charge and spin), the calculation gives 1.8822 eV.

---

(6)
Molecular formula: C5H11N3
Method: DFT, ωB97M-V/def2-TZVPD

```
19
Properties=species:S:1:pos:R:3:nbo_charge:R:1
C -1.765 1.362 -1.004 0.281
C -0.753 -0.814 -1.646 -0.596
C -1.062 -0.192 1.393 -0.666
C -0.591 0.615 -0.955 -0.365
C -0.001 0.567 0.606 -0.024
N -2.779 1.916 -0.907 -0.346
N 2.359 0.509 0.082 -0.707
N 1.201 -0.191 0.498 -0.483
H -1.575 -1.238 -1.073 0.206
H -1.166 -0.673 -2.755 0.224
H 0.235 -1.258 -1.493 0.236
H -1.271 -1.259 1.149 0.231
H -2.143 0.195 1.284 0.251
H -0.799 -0.113 2.541 0.223
H 0.075 1.017 -1.706 0.244
H 0.060 1.680 0.711 0.205
H 2.748 0.456 -0.838 0.364
H 2.486 1.458 0.490 0.344
H 1.455 -0.885 1.162 0.377
```

Its net charge is 0. For the max |F|, the calculation gives 0.0835 Eh/bohr. Its SMILES is C[C@@H](C#N)[C@@H](C)NN. The frontier orbital gap comes out at 0.3611 hartree. As for the multiplicity: 1. The highest occupied orbital energy comes out at -8.96 eV. For the energy relative to the best compared isomer or geometry (same formula, charge and spin), the calculation gives 2.8825 eV.

---

(7)
Molecular formula: C5H11N3
Method: DFT, ωB97M-V/def2-TZVPD

```
19
Properties=species:S:1:pos:R:3:nbo_charge:R:1
C 0.830 -0.280 0.778 -0.093
C -0.254 -0.168 -0.151 0.070
C -2.344 2.421 -1.667 -0.638
C 2.386 -1.504 2.146 -0.418
C -1.599 1.029 -1.534 -0.245
N 1.293 -2.404 0.252 -0.592
N 1.447 -1.389 1.061 -0.034
N -0.673 0.984 -0.526 -0.412
H 1.034 0.633 1.351 0.205
H -0.677 -1.074 -0.468 0.182
H -3.349 2.371 -1.209 0.198
H -1.735 3.186 -1.107 0.218
H -2.632 2.989 -2.560 0.220
H 2.040 -0.957 2.977 0.219
H 2.349 -2.582 2.323 0.213
H 3.389 -1.269 1.885 0.223
H -2.385 0.156 -1.640 0.173
H -0.986 1.048 -2.477 0.204
H 1.867 -3.192 0.568 0.307
```

Its net charge is 0. For the max |F|, the calculation gives 0.1039 Eh/bohr. The frontier orbital gap (alpha / beta) comes out at 0.2884 / 0.2883 hartree. As for the multiplicity: 1. The highest occupied orbital energy (alpha / beta) comes out at -7.54 / -7.54 eV. For the energy relative to the best compared isomer or geometry (same formula, charge and spin), the calculation gives 3.9663 eV.